{
  "formula": "FeH26O25S3V",
  "method": "the ωB97M-V functional and the def2-TZVPD basis",
  "symbols": ["V", "Fe", "S", "O", "O", "O", "O", "S", "O", "O", "O", "O", "S", "O", "O", "O", "O", "O", "H", "H", "O", "H", "H", "O", "H", "H", "O", "H", "H", "O", "H", "H", "O", "H", "H", "O", "H", "H", "O", "H", "H", "O", "H", "H", "O", "H", "H", "O", "H", "H", "O", "H", "H", "O", "H", "H"],
  "positions_angstrom": [[-2.499, -0.639, -2.321], [0.693, -2.328, 1.662], [2.023, -0.249, 3.838], [1.119, 0.327, 4.791], [3.078, -1.101, 4.458], [1.279, -1.104, 2.917], [2.719, 0.738, 3.053], [0.306, 0.003, -0.547], [0.287, -1.080, 0.364], [-0.113, 1.139, 0.209], [1.630, 0.303, -0.965], [-0.771, -0.234, -1.523], [-4.125, -0.352, 0.754], [-3.575, -1.254, 1.755], [-4.021, 0.984, 1.187], [-3.492, -0.520, -0.559], [-5.470, -0.716, 0.466], [1.277, 3.849, -1.127], [1.865, 3.364, -0.495], [0.386, 3.693, -0.796], [3.725, -0.855, -1.455], [4.323, -0.580, -0.727], [2.859, -0.451, -1.175], [-1.236, -2.190, 2.511], [-1.617, -2.778, 3.220], [-1.992, -1.809, 2.059], [1.257, 2.638, 1.566], [0.724, 2.002, 1.015], [1.769, 2.070, 2.146], [-1.349, 3.193, -0.567], [-0.872, 2.412, -0.155], [-1.394, 3.835, 0.119], [-1.099, -1.042, -4.098], [-0.830, -1.902, -4.440], [-0.417, -0.830, -3.438], [2.647, -2.378, 1.097], [3.238, -2.831, 0.575], [3.159, -1.537, 1.061], [-0.142, -3.755, 0.459], [-0.257, -4.611, 0.818], [-0.086, -3.868, -0.483], [-1.776, 1.595, 2.101], [-1.081, 1.334, 1.492], [-2.655, 1.480, 1.795], [-2.312, -2.786, -1.605], [-3.243, -2.826, -1.319], [-2.060, -3.688, -1.674], [2.095, 1.474, -3.294], [2.725, 2.152, -3.517], [1.992, 1.276, -2.341], [-3.018, 1.379, -2.927], [-3.533, 2.002, -2.372], [-2.092, 1.677, -3.009], [3.471, 2.105, -0.407], [3.598, 1.914, 0.511], [2.880, 1.355, -0.667]],
  "lumo_energy_ev": [0.22, -1.39],
  "spin_multiplicity": 9,
  "homo_ev": [-5.2416, -5.2463],
  "total_charge": -1
}


{
  "formula": "C2H7NOS2",
  "method": "the ωB97M-V functional and the def2-TZVPD basis",
  "symbols": ["C", "C", "N", "O", "S", "S", "H", "H", "H", "H", "H", "H", "H"],
  "positions_angstrom": [[2.050, 0.264, 1.111], [-2.198, 0.326, -0.037], [1.430, -0.207, -0.048], [3.258, -0.959, -1.608], [-3.233, 0.063, -1.564], [1.870, -0.687, -1.424], [1.279, 0.395, 1.761], [2.696, -0.587, 1.484], [2.572, 1.219, 0.867], [-1.896, 1.352, -0.066], [-1.165, -0.080, 0.188], [-2.879, 0.125, 0.784], [-3.783, -1.225, -1.448]],
  "lumo_energy_ev": -0.34,
  "homo_ev": -9.0391,
  "total_charge": 0
}


{
  "formula": "C36H72O16",
  "method": "the ωB97M-V functional and the def2-TZVPD basis",
  "symbols": ["C", "O", "C", "O", "O", "C", "H", "H", "H", "H", "H", "H", "C", "O", "C", "O", "O", "C", "H", "H", "H", "H", "H", "H", "C", "C", "C", "O", "H", "H", "H", "H", "H", "H", "C", "C", "C", "O", "H", "H", "H", "H", "H", "H", "C", "C", "C", "O", "H", "H", "H", "H", "H", "H", "C", "C", "C", "O", "H", "H", "H", "H", "H", "H", "C", "C", "C", "O", "H", "H", "H", "H", "H", "H", "C", "C", "C", "O", "H", "H", "H", "H", "H", "H", "C", "C", "C", "O", "H", "H", "H", "H", "H", "H", "C", "C", "C", "O", "H", "H", "H", "H", "H", "H", "C", "C", "C", "O", "H", "H", "H", "H", "H", "H", "C", "C", "C", "O", "H", "H", "H", "H", "H", "H"],
  "positions_angstrom": [[0.358, -3.375, 0.034], [0.273, -2.060, 0.604], [0.687, -0.992, -0.115], [1.032, -0.983, -1.295], [0.583, 0.049, 0.699], [0.569, 1.413, 0.156], [1.425, -3.492, -0.156], [-0.141, -3.471, -0.930], [0.005, -4.137, 0.729], [-0.301, 1.588, -0.477], [1.445, 1.619, -0.459], [0.414, 2.181, 0.914], [-2.396, 8.386, 1.786], [-2.407, 7.104, 1.334], [-3.141, 6.776, 0.270], [-4.085, 7.417, -0.136], [-2.817, 5.563, -0.194], [-1.827, 4.671, 0.368], [-3.376, 8.859, 1.717], [-1.668, 9.013, 1.272], [-1.996, 8.363, 2.800], [-2.341, 3.898, 0.939], [-0.994, 5.108, 0.919], [-1.433, 4.051, -0.437], [-5.293, -4.754, -2.465], [-4.233, -3.659, -2.626], [-2.814, -3.874, -2.159], [-4.551, -2.576, -3.090], [-5.235, -5.533, -3.224], [-6.262, -4.255, -2.491], [-5.195, -5.266, -1.508], [-2.115, -3.249, -2.714], [-2.448, -4.898, -2.232], [-2.809, -3.531, -1.124], [-0.202, 4.977, 3.536], [1.061, 4.957, 2.732], [2.223, 5.682, 3.324], [1.149, 4.286, 1.688], [-0.020, 4.842, 4.602], [-0.992, 4.366, 3.100], [-0.573, 5.996, 3.428], [2.559, 5.279, 4.279], [2.036, 6.740, 3.511], [3.045, 5.606, 2.612], [-3.951, 0.801, -2.182], [-3.437, 0.541, -0.796], [-3.211, -0.880, -0.431], [-3.140, 1.472, -0.053], [-4.298, 1.834, -2.207], [-4.741, 0.096, -2.441], [-3.094, 0.621, -2.830], [-2.825, -1.036, 0.577], [-2.763, -1.465, -1.234], [-4.173, -1.350, -0.228], [5.169, -2.081, 1.616], [4.695, -3.512, 1.849], [4.504, -4.388, 0.690], [4.490, -3.960, 2.956], [4.683, -1.736, 0.703], [6.234, -2.085, 1.384], [4.988, -1.372, 2.424], [5.454, -4.479, 0.164], [3.662, -4.031, 0.097], [4.217, -5.396, 0.991], [3.262, 4.913, -0.850], [2.371, 5.737, -1.715], [0.879, 5.820, -1.421], [2.913, 6.412, -2.621], [3.313, 5.322, 0.159], [4.277, 4.840, -1.242], [2.954, 3.881, -0.685], [0.419, 6.573, -2.061], [0.733, 6.115, -0.382], [0.464, 4.840, -1.656], [2.068, -2.703, -5.668], [2.898, -2.373, -4.409], [2.915, -3.358, -3.300], [3.447, -1.285, -4.301], [2.618, -3.237, -6.443], [1.701, -1.772, -6.099], [1.166, -3.257, -5.406], [3.769, -4.003, -3.509], [2.089, -4.066, -3.361], [3.002, -2.850, -2.340], [0.722, -6.642, -1.229], [-0.065, -7.195, -0.078], [0.464, -8.435, 0.605], [-1.119, -6.665, 0.256], [0.086, -6.031, -1.870], [1.232, -7.384, -1.844], [1.461, -5.958, -0.811], [0.258, -9.338, 0.030], [-0.017, -8.443, 1.583], [1.531, -8.256, 0.735], [0.405, -2.722, 5.666], [0.828, -1.692, 4.584], [1.752, -2.317, 3.499], [0.569, -0.473, 4.659], [0.827, -3.681, 5.367], [-0.683, -2.784, 5.681], [0.751, -2.368, 6.638], [1.713, -1.571, 2.705], [1.348, -3.276, 3.174], [2.792, -2.348, 3.825], [-3.907, -0.714, 3.914], [-3.075, 0.566, 3.889], [-1.875, 0.599, 2.914], [-3.324, 1.547, 4.611], [-3.227, -1.563, 3.849], [-4.608, -0.815, 3.086], [-4.470, -0.860, 4.836], [-1.894, -0.379, 2.433], [-0.956, 0.853, 3.442], [-2.034, 1.309, 2.103], [0.987, 3.647, -4.831], [0.343, 2.738, -3.777], [0.749, 1.300, -3.719], [-0.470, 3.200, -3.012], [0.910, 3.072, -5.754], [2.051, 3.737, -4.612], [0.444, 4.592, -4.808], [0.751, 0.873, -4.722], [0.087, 0.820, -2.998], [1.744, 1.237, -3.278]],
  "lumo_energy_ev": 0.06,
  "smiles": "COC(=O)OC.COC(=O)OC.CC(C)=O.CC(C)=O.CC(C)=O.CC(C)=O.CC(C)=O.CC(C)=O.CC(C)=O.CC(C)=O.CC(C)=O.CC(C)=O",
  "homo_ev": -9.0761,
  "total_charge": 0
}


{
  "formula": "C21H28N4O3",
  "method": "the ωB97M-V functional and the def2-TZVPD basis",
  "symbols": ["C", "C", "C", "C", "C", "N", "C", "C", "C", "N", "N", "C", "C", "C", "N", "C", "O", "C", "C", "C", "C", "C", "C", "O", "C", "O", "C", "C", "H", "H", "H", "H", "H", "H", "H", "H", "H", "H", "H", "H", "H", "H", "H", "H", "H", "H", "H", "H", "H", "H", "H", "H", "H", "H", "H", "H"],
  "positions_angstrom": [[-0.817, 6.285, 1.104], [0.657, 5.889, 1.130], [1.429, 6.845, 2.039], [0.850, 4.445, 1.607], [0.453, 3.409, 0.555], [0.385, 2.069, 1.114], [-0.397, 1.168, 0.290], [-0.618, -0.155, 1.016], [0.737, -0.798, 1.324], [0.563, -2.035, 2.053], [0.879, -2.112, 3.343], [0.542, -3.321, 3.748], [-0.016, -4.060, 2.702], [0.021, -3.197, 1.620], [-0.473, -3.440, 0.336], [0.155, -3.179, -0.850], [1.238, -2.637, -0.930], [-0.611, -3.619, -2.051], [-2.000, -3.659, -2.079], [-2.694, -4.058, -3.218], [-1.947, -4.417, -4.315], [-0.549, -4.365, -4.297], [0.140, -3.963, -3.184], [-0.069, -4.765, -5.512], [-1.200, -5.065, -6.300], [-2.370, -4.848, -5.538], [1.564, 0.189, 2.137], [1.695, 1.498, 1.366], [-0.926, 7.312, 0.761], [-1.388, 5.645, 0.436], [-1.244, 6.209, 2.101], [1.062, 5.975, 0.114], [2.493, 6.618, 2.025], [1.295, 7.874, 1.714], [1.073, 6.759, 3.064], [1.899, 4.307, 1.873], [0.253, 4.270, 2.504], [-0.544, 3.652, 0.181], [1.152, 3.460, -0.300], [-1.366, 1.635, 0.089], [0.095, 0.969, -0.681], [-1.144, 0.032, 1.953], [-1.226, -0.814, 0.394], [1.254, -1.027, 0.385], [0.710, -3.618, 4.763], [-0.381, -5.066, 2.719], [-1.241, -4.095, 0.312], [-2.572, -3.346, -1.218], [-3.770, -4.082, -3.245], [1.215, -3.906, -3.158], [-1.215, -4.415, -7.190], [-1.160, -6.118, -6.620], [1.066, 0.373, 3.088], [2.550, -0.227, 2.342], [2.275, 2.204, 1.962], [2.239, 1.317, 0.420]],
  "lumo_energy_ev": 0.60,
  "smiles": "CC(C)CCN1CCC(n2nccc2NC(=O)c2ccc3c(c2)OCO3)CC1",
  "homo_ev": -8.4731,
  "total_charge": 0
}


We obtain ΔE to the lowest compared entry with this formula, charge and spin values of 33.12; 58.55; 55.90; 66.40 kcal/mol for the records listed above, in that order.